# 1
{
  "formula": "C5H9N",
  "method": "ωB97M-V/def2-TZVPD",
  "elements": ["N", "C", "C", "C", "C", "C", "H", "H", "H", "H", "H", "H", "H", "H", "H"],
  "coordinates": [[0.95277, -0.15949, 1.15680], [-1.17990, -0.37096, -0.00962], [1.01233, 0.84382, -0.06638], [-0.71266, 0.91615, -0.06491], [0.93526, -0.33306, -0.93113], [0.13566, -0.99470, 0.28777], [0.21954, -2.09158, 0.40183], [1.86972, -0.96387, -1.02883], [-1.76763, -0.51755, 0.94933], [-0.98421, 1.58347, -0.70258], [0.22492, 0.19081, 1.70532], [0.26945, -0.42589, -1.75400], [-1.13956, 1.32848, 0.86061], [1.68906, 1.81115, 0.13586], [-1.52476, -0.81678, -0.94008]],
  "homo_energy_ev": -9.33,
  "lumo_energy_ev": 1.1,
  "relative_energy_kj_mol": 442.5
}

---

# 2
{
  "formula": "C5H9N",
  "method": "ωB97M-V/def2-TZVPD",
  "elements": ["N", "C", "C", "C", "C", "C", "H", "H", "H", "H", "H", "H", "H", "H", "H"],
  "coordinates": [[0.79329, -0.78817, 0.89899], [0.71071, 1.42304, -0.20390], [1.25135, -1.41917, -0.30789], [-2.37204, 0.38702, 0.21074], [-2.59008, -0.73657, -0.12928], [0.54825, 0.44380, 0.91868], [2.19958, -0.99545, -0.65031], [0.52345, -1.30382, -1.11588], [-2.20709, 1.36621, 0.54945], [1.77343, 1.61136, -0.36270], [0.21142, 0.83769, 1.87224], [0.22085, 2.36756, 0.00759], [0.30839, 1.00519, -1.12648], [1.38782, -2.47959, -0.09912], [-2.75935, -1.71912, -0.46213]],
  "homo_energy_ev": -9.17,
  "lumo_energy_ev": 1.1,
  "relative_energy_kj_mol": 296.9
}

---

# 3
{
  "formula": "C5H9N",
  "method": "ωB97M-V/def2-TZVPD",
  "elements": ["N", "C", "C", "C", "C", "C", "H", "H", "H", "H", "H", "H", "H", "H", "H"],
  "coordinates": [[1.78548, -0.57986, 0.10108], [1.09207, 0.46056, -0.71346], [-0.33693, 1.11965, 1.19100], [-0.23756, 0.16348, 0.05166], [-1.63090, 0.29191, -0.59671], [0.45523, -1.18157, 0.38682], [1.06695, 0.12527, -1.76045], [-2.41415, -0.07728, 0.08034], [-1.86970, 1.34328, -0.79375], [1.42552, 1.50338, -0.68060], [-0.09035, 0.51259, 2.09536], [0.27413, -1.52184, 1.41229], [2.09152, -0.12367, 0.96740], [0.27891, -2.00625, -0.31256], [-1.72523, -0.26488, -1.53312]],
  "homo_energy_ev": [-8.85, -8.86],
  "lumo_energy_ev": [-0.6, -0.6],
  "relative_energy_kj_mol": 515.6
}

---

# 4
{
  "formula": "C5H9N",
  "method": "ωB97M-V/def2-TZVPD",
  "elements": ["N", "C", "C", "C", "C", "C", "H", "H", "H", "H", "H", "H", "H", "H", "H"],
  "coordinates": [[1.13253, -1.12848, 0.73835], [1.95622, 0.37949, -1.00360], [-0.47857, 0.18414, -0.42429], [-2.71989, 0.45211, 0.54418], [0.86870, -0.09982, -0.08239], [-1.57092, -0.23932, 0.37726], [2.62749, -0.43133, -1.26284], [0.60005, -1.16264, 1.60436], [1.44073, 0.81848, -1.85395], [-0.72523, 0.98506, -1.11445], [-3.51278, 0.01339, 1.10028], [2.11875, -1.16860, 0.99265], [-1.37433, -1.16356, 0.90777], [-2.86426, 1.37342, -0.01050], [2.50151, 1.18766, -0.51284]],
  "charge": 1,
  "homo_energy_ev": [-13.79, -15.55],
  "lumo_energy_ev": [-4.4, -7.0],
  "multiplicity": 2,
  "relative_energy_kj_mol": 37.9
}

---

# 5
{
  "formula": "C5H9N",
  "method": "ωB97M-V/def2-TZVPD",
  "elements": ["N", "C", "C", "C", "C", "C", "H", "H", "H", "H", "H", "H", "H", "H", "H"],
  "coordinates": [[0.93819, -0.03676, 1.04412], [1.68759, -0.96164, 0.64711], [-0.85448, 0.27189, -0.60575], [0.13805, 0.79582, 0.37181], [0.33160, 2.16305, 0.51159], [-1.15154, -1.23916, -0.50325], [2.10706, -1.68368, 1.35206], [-1.81497, 0.77405, -0.47862], [2.08090, -1.05262, -0.35649], [-0.46085, 0.36509, -1.61913], [-0.17198, 2.81782, -0.18369], [1.01099, 2.68507, 1.18025], [-2.13863, -1.39575, -0.92895], [-0.44410, -1.92669, -0.96550], [-1.25782, -1.57649, 0.53444]],
  "charge": 1,
  "homo_energy_ev": [-15.10, -16.24],
  "lumo_energy_ev": [-5.0, -7.6],
  "multiplicity": 2,
  "relative_energy_kj_mol": 155.7
}

---

# 6
{
  "formula": "C5H9N2",
  "method": "ωB97M-V/def2-TZVPD",
  "elements": ["N", "N", "C", "C", "C", "C", "C", "H", "H", "H", "H", "H", "H", "H", "H", "H"],
  "coordinates": [[-0.48580, -0.91249, -0.45524], [-1.12169, 1.09490, 0.04689], [-1.51935, -0.18879, -0.04286], [1.79307, -0.98245, 0.31396], [0.66369, -0.21575, -0.62448], [-2.76790, -0.74887, 0.09065], [0.31750, 1.24782, -0.31649], [2.89352, -0.70575, -0.07269], [1.05138, -0.24838, -1.61517], [1.64674, -0.78482, 1.36488], [-1.75510, 1.95404, 0.05430], [-2.93928, -1.66174, -0.31363], [0.90303, 1.72278, 0.46735], [-3.59091, -0.24580, 0.56791], [0.32575, 1.97188, -1.11528], [1.59946, -2.08397, 0.16590]],
  "charge": 1,
  "homo_energy_ev": [-14.24, -14.33],
  "lumo_energy_ev": [-6.8, -7.1],
  "relative_energy_kj_mol": 480.1
}

---

Number 1: M 83.134 g/mol. Number 2: M 83.134 g/mol. Number 3: M 83.134 g/mol. Number 4: M 83.134 g/mol. Number 5: M 83.134 g/mol. Number 6: M 97.141 g/mol.